DFT (wB97M-V/def2-TZVPD) results for a structure of composition C25H21Cl2N4Ru.

For the highest occupied orbital energy (alpha / beta), the calculation gives -0.623 / -0.640 Ha. The molar mass comes out at 549.45 g/mol. As for the energy relative to the best compared isomer or geometry (same formula, charge and spin): 7.4 kcal/mol.

```
! RIJCOSX wB97M-V def2-TZVPD def2/J DEFGRID3
* xyz 3 5
H -0.602 3.757 -1.778
C -1.886 0.982 1.323
C -2.730 1.494 2.310
C -3.273 3.355 0.857
H 4.336 1.024 -3.511
H 0.927 -3.063 -1.953
H 3.041 3.140 -3.882
C -0.083 -5.685 -0.073
H -3.374 -1.991 -3.152
C -1.632 1.726 0.123
C 0.228 1.772 -1.542
H -0.449 -7.607 -0.905
C 3.529 0.654 -2.888
C 2.573 -1.004 -1.479
H -1.367 -5.423 1.641
H 2.635 -1.947 -0.956
C 3.639 -0.556 -2.253
N 1.447 -0.305 -1.336
H -2.280 3.444 -1.020
C 2.258 2.758 -3.237
C 0.480 -3.607 -1.136
N -0.182 -2.876 -0.203
Cl -3.117 -1.247 -0.919
C -2.914 -1.130 -2.686
H 1.030 -7.503 0.020
C -0.852 -3.568 0.752
H 1.099 4.546 -3.302
C -1.297 -0.821 2.681
C -0.814 -4.934 0.850
N -1.231 -0.214 1.498
H -3.462 1.179 4.319
C -0.010 -7.173 -0.004
H 1.098 -5.494 -1.873
C 1.176 3.540 -2.914
C 0.183 3.071 -2.052
C 0.554 -4.972 -1.096
H -4.114 3.087 2.806
C 2.382 1.451 -2.695
H -2.087 -0.869 4.673
H -3.834 4.257 0.652
C -2.820 0.796 3.534
C -2.367 2.889 -0.098
C -3.438 2.698 2.054
Ru -0.343 -0.813 -0.349
H -0.527 -7.573 0.863
H -0.709 -1.719 2.807
C 1.356 0.951 -1.890
N -0.623 1.188 -0.639
Cl -1.171 -1.127 -3.063
H -3.346 -0.199 -3.026
H 4.528 -1.165 -2.338
H -1.458 -2.994 1.434
C -2.074 -0.337 3.732
*
```


DFT (wB97M-V/def2-TZVPD) results for a structure of composition C36H50As2BF4N2O8RuS5Se3 at a distorted geometry.

For the highest occupied orbital energy (alpha / beta), the calculation gives -0.257 / -0.257 Ha. The molar mass comes out at 1373.74 g/mol. As for the energy relative to the best compared isomer or geometry (same formula, charge and spin): 43.2 kcal/mol.

```
! RIJCOSX wB97M-V def2-TZVPD def2/J DEFGRID3
* xyz 0 2
H -1.633 -2.843 -4.757
S -0.329 3.518 -1.869
F 1.748 -4.618 2.643
C -0.668 -2.377 -4.557
H -0.725 -1.300 -4.733
H 4.842 -4.561 1.224
H 3.660 -0.095 4.992
C 2.134 1.517 -2.574
C 3.340 -2.527 -2.852
H -3.642 1.783 4.370
O 2.833 2.258 -1.703
H -4.861 3.924 -3.224
C -2.596 0.558 0.557
H -5.110 3.987 2.673
H 3.625 0.621 -5.090
O 4.723 -4.225 -1.127
O 5.011 -3.492 -4.182
H 2.137 -6.141 -2.649
H 1.211 1.694 4.507
C -0.770 -0.678 4.713
H 4.194 0.249 -3.443
O 0.077 -1.830 -1.202
H 4.372 1.247 0.067
C 3.322 3.509 -2.207
H 4.002 3.884 -1.449
H -3.674 0.408 3.277
H -3.761 4.532 0.876
S 0.541 1.857 2.014
Se 3.756 0.902 2.730
Se 0.989 -0.766 3.910
H 3.666 1.670 5.132
H 5.897 -0.228 2.078
H -6.182 -0.434 0.043
C 1.648 0.212 -1.950
C -4.380 -1.245 -1.891
H -4.216 -2.756 -0.371
H -6.721 3.439 3.094
O -0.366 -2.650 -3.193
H 2.256 -4.576 -1.831
F 0.409 -2.800 2.127
H -6.133 -1.860 1.079
H -2.346 -1.406 -1.153
C -3.869 3.875 0.024
C -2.772 2.161 2.467
H -4.752 -0.785 1.018
C 5.242 -0.333 2.939
F 2.693 -2.556 2.325
C 0.224 2.848 0.623
Ru 0.726 -0.252 1.356
H 4.704 -0.773 -4.794
H -5.437 1.623 1.898
C 4.015 -3.683 -3.532
H -4.134 1.558 -3.142
N -2.895 1.769 1.061
As 2.396 -1.440 -4.251
As 2.794 -0.670 -0.551
H -2.855 3.247 2.497
H -0.667 -0.913 5.770
O 1.877 1.880 -3.689
C -3.471 2.541 0.060
O 3.374 -4.851 -3.594
C -3.577 1.722 -1.057
C -5.537 -1.238 0.410
H 5.008 -3.207 2.364
S -1.035 6.353 -1.330
H 2.495 4.203 -2.358
H 0.079 -2.804 -5.224
H 5.792 -0.073 3.840
C 3.885 -0.174 -4.396
C 5.253 -3.566 1.371
C -4.370 4.340 -1.174
C -4.083 2.189 -2.266
C 0.305 -1.732 -2.427
H 3.838 3.359 -3.153
H -1.386 -1.424 4.223
H -5.782 -2.680 -1.154
H -5.080 -0.451 -2.173
C 4.342 -3.149 -0.746
H 1.508 0.633 5.893
C -5.661 3.268 3.280
H -1.207 0.310 4.574
H -5.466 3.499 4.329
H -2.505 -0.327 -2.523
H 5.193 -0.340 0.027
O 4.646 -2.642 0.455
H -4.263 -1.886 -2.768
C 4.485 0.313 -0.477
C -4.477 3.510 -2.302
C -3.000 -0.665 -1.609
H 4.850 -1.345 2.990
C 3.513 -2.212 -1.568
C -5.273 1.828 2.961
H -4.668 5.376 -1.253
C -3.832 1.488 3.334
S 0.178 0.652 -0.876
B 1.692 -3.466 1.895
C 2.197 -5.067 -2.799
F 1.821 -3.710 0.536
H 6.331 -3.587 1.211
C -0.547 4.881 -0.821
C 0.187 2.389 -0.636
C -4.977 -2.066 -0.745
C 1.717 0.789 4.833
H 4.842 0.519 -1.482
H -1.768 1.899 2.792
C 3.218 0.825 4.612
N -3.049 0.491 -0.704
H -5.936 1.150 3.503
S -0.179 4.528 0.847
C 1.154 -0.758 -2.964
Se -1.661 -0.837 1.450
H 1.316 -4.716 -3.337
*
```